# C26H32ClN3P2PdTe

C26H32ClN3P2PdTe as an isolated structure (ωB97M-V/def2-TZVPD, the Open Molecules 2025 dataset).

Properties
**2S+1**: 1
**Gap between HOMO and LUMO (spin up / spin down)**: 4.9 / 4.9 eV
**Energy**: -2712.4652 a.u.
**E_HOMO (spin up / spin down)**: -13.23 / -13.23 eV
**Net charge**: +2

```
66
Properties=species:S:1:pos:R:3:forces:R:3:nbo_charge:R:1
Pd -0.087358 -0.293915 0.337941 -0.3 -1.0 1.4 0.29
Cl -1.055253 0.296173 -1.913123 -0.1 0.8 -0.6 0.04
C -1.760800 -1.150145 -2.551205 -0.3 -0.8 -0.1 -0.02
C -2.065310 -1.220857 -3.899290 0.0 0.1 0.1 -0.22
C -2.642637 -2.378924 -4.399541 0.0 0.0 0.1 -0.14
C -2.937014 -3.440695 -3.560302 0.0 0.0 0.0 -0.20
C -2.623713 -3.368566 -2.216065 0.0 0.1 0.0 -0.10
C -2.025070 -2.223820 -1.695653 0.3 0.1 0.3 -0.45
P -1.531038 -2.155822 0.053234 -0.7 0.1 -0.9 1.03
C -2.835014 -1.199086 0.898951 0.9 0.0 0.0 -0.43
C -3.913323 -0.591932 0.255168 -0.1 0.0 -0.1 -0.12
C -4.848360 0.106354 1.001837 0.1 -0.1 -0.2 -0.21
C -4.715928 0.204010 2.379487 0.1 -0.1 0.1 -0.14
C -3.630537 -0.377101 3.020505 0.0 0.1 0.1 -0.21
C -2.682185 -1.061293 2.284950 0.2 -0.1 0.0 -0.20
C -1.657557 -3.861468 0.666472 0.4 0.4 0.1 -0.31
C -2.764201 -4.282636 1.403488 0.0 0.2 -0.1 -0.22
C -2.851029 -5.601321 1.813040 0.0 -0.1 0.1 -0.18
C -1.842187 -6.499866 1.500031 0.0 0.1 0.0 -0.15
C -0.742541 -6.084046 0.762277 0.1 0.0 0.0 -0.20
C -0.640792 -4.766580 0.353127 0.0 0.2 0.0 -0.21
H -1.856282 -0.393409 -4.559067 0.1 0.1 0.0 0.25
H -2.862194 -2.447610 -5.452261 0.0 0.0 -0.1 0.25
H -3.403777 -4.328946 -3.952606 -0.1 -0.1 -0.1 0.24
H -2.840926 -4.194164 -1.555087 0.0 -0.1 0.0 0.23
H -4.046610 -0.691382 -0.813997 0.0 0.0 0.0 0.23
H -5.692378 0.565611 0.510399 -0.1 0.0 -0.1 0.24
H -5.468508 0.720102 2.955183 0.0 0.1 0.1 0.24
H -3.528758 -0.307732 4.092198 0.0 0.0 0.1 0.24
H -1.846359 -1.552523 2.776604 -0.1 0.1 0.1 0.23
H -3.555587 -3.584001 1.637039 0.0 -0.1 0.0 0.23
H -3.710392 -5.926765 2.380466 0.0 0.0 0.0 0.24
H -1.913710 -7.524224 1.832103 0.0 -0.1 0.0 0.24
H 0.034381 -6.791116 0.515792 0.1 0.0 0.0 0.24
H 0.218312 -4.433766 -0.220335 0.0 -0.1 0.0 0.21
C -0.442100 4.635174 2.038224 0.1 0.0 -0.2 -0.07
N 0.603714 4.326595 1.078524 -0.1 1.1 -0.6 -0.46
C 1.906490 4.428203 1.707583 -0.2 -0.1 0.0 -0.07
N 1.980106 3.524001 2.838904 0.9 0.3 0.5 -0.45
C 0.948290 3.859769 3.801635 0.1 -0.1 -0.1 -0.07
N -0.362808 3.753881 3.189938 -0.5 0.0 0.4 -0.43
C -0.740985 2.402303 2.895119 -0.7 -0.6 0.1 -0.46
P 0.394550 1.628205 1.604922 1.0 1.4 -0.7 0.69
C 0.394832 3.088508 0.402136 -0.2 -0.6 0.1 -0.48
C 1.990332 2.137466 2.474662 0.0 -0.7 -0.1 -0.47
H -1.416849 4.523239 1.561708 0.0 0.1 0.0 0.21
H -0.323073 5.668107 2.373232 0.0 -0.1 0.0 0.23
H 2.048761 5.453368 2.059568 0.0 -0.1 0.0 0.22
H 2.687652 4.184427 0.984043 0.0 0.1 0.0 0.20
H 1.099902 4.889218 4.132620 0.0 -0.1 0.0 0.23
H 1.008399 3.188792 4.659818 0.0 0.0 0.0 0.21
H -1.770500 2.377497 2.521387 0.1 -0.1 0.1 0.24
H -0.693979 1.797413 3.808200 0.0 0.0 -0.2 0.24
H -0.570772 3.115797 -0.115331 0.1 -0.1 -0.1 0.23
H 1.191746 2.923635 -0.333451 -0.2 0.0 0.0 0.23
H 2.838722 1.933901 1.811697 -0.1 0.0 0.1 0.22
H 2.106040 1.531959 3.380450 0.0 0.0 -0.1 0.23
C 4.074945 -0.490918 -0.181715 -0.5 0.3 0.0 -0.85
Te 2.184443 -1.516795 -0.410014 -0.2 0.1 1.1 0.83
C 2.301991 -2.446165 1.531260 0.1 -0.3 -0.1 -0.85
H 4.843712 -1.255631 -0.143603 -0.1 -0.2 0.0 0.26
H 4.094616 0.096314 0.732235 -0.1 0.0 0.0 0.24
H 4.249571 0.143834 -1.046341 -0.1 0.0 0.0 0.26
H 2.840771 -1.789366 2.209052 0.0 0.1 -0.1 0.25
H 2.831857 -3.389192 1.438784 0.1 0.0 0.0 0.25
H 1.293808 -2.624166 1.905110 0.1 0.0 -0.2 0.24
```
Forces are in eV/Å.